A cluster of 13 separate species, C3H32N2O13 in total at a distorted geometry, computed with wB97M-V/def2-TZVPD.

XYZ file:
```
50
Properties=species:S:1:pos:R:3:forces:R:3:nbo_charge:R:1
O -0.212 0.494 -0.615 0.82 0.57 0.65 -0.7498
C 0.245 1.444 0.055 -1.02 0.52 -0.31 0.7070
N 0.945 2.451 -0.621 -1.85 -1.83 -0.84 -0.6385
C 1.364 2.227 -2.088 2.10 -1.78 2.26 -0.0609
N 2.420 1.232 -1.953 -5.05 -1.99 -4.68 -0.8255
C 0.005 1.340 1.627 0.85 -0.74 -1.14 -0.7480
H 1.220 3.228 -0.121 0.67 1.82 1.09 0.3996
H 0.518 1.772 -2.576 -0.12 0.25 0.04 0.1987
H 1.924 2.957 -2.721 -1.47 0.69 1.23 0.2328
H 2.138 0.413 -1.499 -0.91 -1.42 0.47 0.3623
H 3.180 1.504 -1.554 5.81 2.79 2.86 0.3400
H -1.050 1.033 1.929 1.94 -0.30 -1.01 0.2601
H 0.784 0.545 1.801 -0.83 1.06 0.58 0.2654
H 0.094 2.206 2.278 0.77 0.25 -0.43 0.2465
H 1.276 1.196 4.465 -1.32 -0.85 0.38 0.4785
H 0.206 0.085 4.273 0.05 -1.07 -0.78 0.4778
O 0.441 0.800 4.836 1.42 1.88 0.46 -0.9548
H 0.133 -3.210 -2.123 -0.93 -0.71 1.93 0.4893
H 0.722 -3.755 -0.882 2.51 -0.77 1.47 0.4672
O -0.119 -3.585 -1.208 -1.56 1.59 -3.29 -0.9526
H -0.132 1.233 -3.971 -1.09 -2.71 -2.60 0.4763
H -1.451 0.570 -4.441 1.76 -0.38 -0.55 0.4787
O -0.472 0.493 -4.664 -0.68 2.86 2.88 -0.9566
H -1.664 -3.647 1.030 0.06 1.30 0.67 0.4900
H -1.109 -2.319 0.474 -1.57 -1.51 2.65 0.5009
O -1.545 -2.712 1.358 1.75 -0.76 -3.14 -0.9923
H -0.412 -0.874 2.434 1.73 -0.98 0.59 0.4878
H 0.263 -2.235 2.265 0.00 1.37 1.13 0.4981
O 0.455 -1.336 2.682 -1.87 -0.97 -1.41 -0.9866
H -3.084 2.726 1.697 0.84 0.76 -0.21 0.4820
H -2.804 1.384 1.271 2.19 2.52 -0.11 0.4853
O -2.279 2.317 1.308 -4.47 -2.63 0.06 -0.9555
H 2.727 -2.864 -0.246 -0.32 0.76 -0.57 0.4784
H 1.976 -2.441 1.122 -0.35 0.77 -0.46 0.4871
O 2.605 -3.003 0.682 0.71 -1.33 0.96 -0.9650
H -2.259 -0.514 -1.158 -1.01 -1.09 1.28 0.4893
H -1.588 -0.647 0.069 0.46 0.16 0.55 0.4891
O -2.432 -0.973 -0.270 0.58 1.66 -2.78 -0.9633
H 1.110 -1.151 -4.442 1.51 -0.91 1.58 0.4964
H 2.559 -0.847 -4.001 -0.89 -0.99 0.48 0.4773
O 1.854 -1.531 -3.844 -0.80 1.94 -1.87 -0.9771
H -2.772 1.759 -2.487 -2.11 -0.13 -0.50 0.4672
H -1.808 1.678 -1.349 0.24 -0.16 0.94 0.4892
O -1.887 1.913 -2.263 1.59 0.48 -0.66 -0.9546
H -3.729 -1.461 2.329 0.05 -2.63 0.89 0.4769
H -3.290 -0.620 1.173 -0.39 -0.41 0.14 0.4857
O -3.708 -0.588 2.054 0.14 3.09 -0.91 -0.9852
H 3.409 0.047 2.840 0.50 -1.43 -0.09 0.4853
H 3.145 1.010 1.673 0.39 0.06 -4.29 0.4645
O 3.114 0.886 2.557 -0.83 1.37 4.44 -0.9445
```
Forces are in eV/Å.

The energy relative to the best compared isomer or geometry (same formula, charge and spin) is 525.1 kJ/mol. The frontier orbital gap comes out at 9.77 eV. As for the LUMO energy: 0.01 eV.

---

A structure of composition C18H29IrN9O2P at a distorted geometry, computed with wB97M-V/def2-TZVPD.

XYZ file:
```
60
Properties=species:S:1:pos:R:3:forces:R:3:mulliken_spin:R:1
Ir -0.689 -0.265 -1.185 0.56 0.50 -0.21 2.1165
O -1.195 1.637 -2.112 -0.04 -1.99 0.64 0.2075
N -0.321 2.549 -2.044 0.59 1.66 -0.27 -0.0376
N 0.852 2.244 -1.661 -1.19 -1.42 -0.29 0.0637
O 1.195 1.009 -1.405 -0.66 -0.59 0.37 0.1830
C 1.785 3.274 -1.443 1.02 1.23 0.29 -0.0027
C 3.145 2.977 -1.365 -0.51 -0.20 -0.09 0.0117
C 4.038 3.996 -1.096 -0.10 0.20 -0.01 -0.0031
C 3.582 5.293 -0.899 -0.01 -0.05 0.04 0.0099
C 2.223 5.580 -0.976 0.26 -0.05 -0.03 -0.0057
C 1.318 4.576 -1.256 0.02 -0.24 0.02 0.0072
H 3.478 1.964 -1.520 0.07 -0.08 -0.01 -0.0016
H 5.093 3.781 -1.048 0.11 -0.04 0.02 0.0000
H 4.286 6.082 -0.674 0.01 0.02 -0.03 0.0004
H 1.878 6.589 -0.816 -0.07 0.08 -0.01 0.0001
H 0.263 4.784 -1.325 -0.10 0.07 -0.01 -0.0010
C 0.531 -2.722 -2.996 0.30 -0.24 -0.78 -0.0197
N 0.074 -2.329 -1.632 -0.47 1.37 0.34 0.1266
C -0.922 -3.351 -1.200 -0.35 -0.62 0.12 0.0019
N -0.347 -4.672 -1.202 -0.78 -0.39 0.38 0.0092
C 0.090 -5.021 -2.549 -0.07 0.17 -0.05 0.0012
N 1.087 -4.054 -2.984 0.19 -0.04 -0.88 0.0083
C 2.236 -4.131 -2.093 -0.08 0.21 -0.05 0.0007
N 1.805 -3.778 -0.746 0.67 0.18 0.71 0.0042
C 1.266 -2.444 -0.739 0.60 -0.25 0.32 0.0114
C 0.793 -4.724 -0.297 -0.05 0.09 -0.07 0.0013
H 1.287 -2.009 -3.334 -0.07 0.00 0.09 0.0089
H -0.317 -2.690 -3.686 0.00 0.06 0.15 -0.0010
H -1.777 -3.330 -1.884 0.12 0.13 0.04 0.0194
H -1.270 -3.115 -0.188 0.09 0.09 -0.06 -0.0251
H -0.763 -5.009 -3.231 0.03 -0.01 0.03 -0.0004
H 0.526 -6.022 -2.543 -0.05 0.09 -0.02 0.0007
H 3.016 -3.440 -2.423 -0.04 -0.04 0.00 -0.0003
H 2.637 -5.146 -2.095 -0.03 0.11 -0.02 0.0006
H 2.025 -1.734 -1.082 -0.13 -0.02 0.00 -0.0051
H 0.972 -2.182 0.284 -0.07 0.00 -0.07 0.0006
H 0.472 -4.464 0.716 0.01 -0.04 -0.02 -0.0002
H 1.208 -5.733 -0.286 -0.04 0.10 0.00 0.0006
C -3.279 0.558 3.538 -0.44 -0.55 0.89 -0.0102
N -3.445 1.574 2.515 1.12 -0.35 -0.40 0.4633
C -2.638 2.736 2.823 -0.47 1.72 0.40 -0.0097
N -1.245 2.336 2.878 -0.47 -0.48 -0.34 0.3051
C -1.055 1.321 3.899 0.11 -0.14 0.55 -0.0151
N -1.884 0.157 3.631 -0.10 0.03 0.37 0.0699
C -1.442 -0.597 2.500 0.06 -0.40 -0.74 0.0284
P -1.546 0.417 0.910 0.47 -0.02 0.23 0.3759
C -3.295 1.096 1.181 -0.54 0.26 -0.54 0.0138
C -0.716 1.975 1.602 0.15 0.26 -0.55 0.0136
H -3.901 -0.310 3.306 0.05 0.11 0.01 0.0037
H -3.588 0.972 4.501 -0.02 -0.02 -0.13 0.0016
H -2.931 3.128 3.797 -0.03 0.00 -0.07 -0.0001
H -2.776 3.505 2.062 -0.02 -0.04 0.05 -0.0004
H -1.338 1.735 4.869 0.06 0.01 -0.08 0.0024
H -0.005 1.026 3.929 -0.06 0.04 0.02 0.0068
H -2.062 -1.493 2.398 0.13 0.01 -0.08 0.0022
H -0.407 -0.918 2.655 -0.09 0.00 -0.14 0.0123
H -4.029 0.312 0.973 0.16 -0.11 0.04 0.0219
H -3.457 1.909 0.465 0.10 -0.12 0.06 0.0048
H -0.880 2.797 0.899 0.08 -0.11 -0.05 0.0054
H 0.359 1.796 1.681 0.00 -0.14 -0.08 0.0124
```
Forces are in eV/Å.

Its spin multiplicity is 5. The frontier orbital gap (spin up / spin down) comes out at 8.49 / 4.01 eV. Its charge is +2. As for the LUMO energy (spin up / spin down): -5.45 / -9.97 eV.

---

The molecule C22H20N2O at a distorted geometry, computed with wB97M-V/def2-TZVPD.

XYZ file:
```
45
Properties=species:S:1:pos:R:3:forces:R:3:nbo_charge:R:1
C 0.516 -4.722 1.602 0.73 0.41 -0.74 -0.5980
C 0.082 -3.281 1.853 -0.96 -1.38 0.57 -0.2056
C -0.391 -3.204 3.320 0.44 0.44 -0.24 -0.6117
C -1.056 -2.929 0.869 0.91 0.77 -0.34 -0.4473
C -1.370 -1.456 0.920 -1.45 -1.10 0.74 0.4403
N -2.449 -1.095 1.560 1.49 -0.23 -0.73 -0.4312
C -2.473 0.283 1.451 -1.19 -1.48 0.53 0.0588
C -3.496 1.023 1.961 -0.97 1.28 0.77 -0.1856
C -3.475 2.394 1.793 0.61 -0.15 -0.44 -0.2187
C -2.430 2.946 1.031 0.40 0.52 -0.26 -0.2191
C -1.420 2.147 0.484 0.31 -0.08 0.03 -0.2332
C -1.433 0.762 0.724 0.41 1.80 -0.50 0.1504
N -0.659 -0.358 0.366 -0.39 0.44 0.14 -0.4471
C 0.511 -0.395 -0.383 0.94 -1.18 0.06 0.6909
O 1.022 -1.459 -0.653 -0.35 -0.43 -0.11 -0.5451
C 1.293 0.804 -0.782 0.35 2.17 1.23 -0.1062
C 2.058 1.486 0.188 -1.39 -1.10 -0.80 -0.1784
C 2.860 2.576 -0.142 0.14 0.78 -0.12 -0.2188
C 2.866 3.067 -1.429 0.30 -0.35 0.82 -0.1933
C 2.140 2.403 -2.436 0.12 -0.18 -0.26 0.0210
C 2.275 2.833 -3.780 -0.22 0.57 -0.41 -0.1891
C 1.585 2.186 -4.778 0.75 0.55 0.40 -0.2190
C 0.767 1.097 -4.482 -0.53 -0.61 0.68 -0.2003
C 0.618 0.640 -3.175 0.13 0.81 -1.43 -0.1809
C 1.325 1.264 -2.125 0.42 0.18 -0.03 -0.0644
H 1.265 -4.977 2.352 0.03 -0.31 -0.11 0.2057
H 0.956 -4.833 0.591 -0.15 0.01 0.53 0.2105
H -0.322 -5.399 1.672 -0.31 -0.29 0.14 0.1997
H 0.958 -2.664 1.743 0.15 0.54 -0.30 0.2080
H -1.202 -3.877 3.554 -0.64 -0.12 -0.37 0.2045
H 0.399 -3.584 3.976 0.21 0.54 0.00 0.2059
H -0.691 -2.179 3.572 0.12 -0.30 0.25 0.2147
H -0.753 -3.138 -0.160 0.09 -0.36 0.14 0.2377
H -1.963 -3.517 1.124 0.49 0.65 -0.14 0.2394
H -4.283 0.525 2.517 0.09 0.03 -0.06 0.2259
H -4.231 3.013 2.238 -0.19 0.20 -0.02 0.2167
H -2.358 4.042 0.837 -0.21 -1.05 0.27 0.2189
H -0.630 2.612 -0.081 0.10 0.08 -0.14 0.2225
H 1.965 1.217 1.232 0.09 -0.28 0.01 0.2195
H 3.422 3.060 0.665 -0.17 -0.12 -0.46 0.2217
H 3.462 3.939 -1.681 -0.06 -0.12 -0.04 0.2159
H 2.895 3.734 -3.993 -0.50 -0.90 0.16 0.2134
H 1.670 2.501 -5.804 0.08 0.14 -0.15 0.2157
H 0.251 0.658 -5.339 -0.06 -0.19 0.56 0.2183
H -0.076 -0.145 -2.972 -0.18 -0.58 0.15 0.2170
```
Forces are in eV/Å.

The energy relative to the best compared isomer or geometry (same formula, charge and spin) is 0.0 kJ/mol. The frontier orbital gap comes out at 8.54 eV. Its SMILES is CC(C)Cc1nc2ccccc2n1C(=O)c1cccc2ccccc12. As for the LUMO energy: 0.04 eV.

---

Calculated total energy values, unit eV, following the record order: -33225.2725 -48747.9156 -28167.0009.